Entry from OMol25: a cluster of 3 separate species, C32H57N2O2P in total in a non-equilibrium geometry (ωB97M-V/def2-TZVPD).

Each line ends with the Mulliken charge.
CARTESIAN COORDINATES (ANGSTROEM)
C  -3.0526  0.7455  -0.3315  -0.55
C  -2.7604  1.2974  -1.8545  0.49
O  -3.7429  2.0510  -2.4096  -0.55
O  -1.5114  1.0207  -2.6139  -0.26
C  -1.5118  -0.3486  -3.1554  -0.18
C  -0.0031  -0.7394  -3.6641  -1.05
P  0.8354  -2.1357  -2.6115  0.69
C  1.2505  -0.8887  -1.2262  -0.36
C  2.8399  -0.5096  -1.0829  0.53
C  3.9184  -1.2257  -0.0589  -0.27
C  5.5251  -0.7899  0.0581  -0.60
C  6.1362  0.4571  -0.8510  -0.50
C  5.0597  1.2063  -1.8786  0.32
C  5.6732  2.4797  -2.7618  -1.00
C  3.4608  0.7376  -2.0085  -0.44
C  1.7006  -3.6018  -1.7439  -0.82
C  0.8466  -4.2445  -0.4784  0.56
C  0.9177  -3.6717  1.0802  -0.21
C  0.1117  -4.3173  2.3572  -0.50
C  -0.8374  -5.6393  2.1566  -0.48
C  -0.9555  -6.2423  0.6184  -0.59
C  -0.1411  -5.5788  -0.6832  0.54
C  -0.3574  -6.3524  -2.1193  -1.02
H  -4.2007  0.4428  -0.2771  0.13
H  -2.8871  1.5603  0.4931  0.36
H  -2.4237  -0.1954  -0.0330  0.16
H  -2.2136  -0.3191  -4.1199  0.29
H  -1.9670  -1.1618  -2.4475  0.17
H  -0.1293  -1.1834  -4.7646  0.47
H  0.7211  0.1921  -3.7958  0.21
H  -0.4512  -2.8382  -2.5169  -0.13
H  1.7578  -2.3313  -3.7336  -0.04
H  0.6944  0.1274  -1.5152  0.32
H  0.8370  -1.1739  -0.1593  0.26
H  3.5848  -2.1086  0.6345  0.14
H  6.2894  -1.3237  0.7801  0.27
H  7.2743  0.8040  -0.7542  0.26
H  6.6247  2.9639  -2.2754  0.26
H  4.8363  3.3021  -2.7851  0.26
H  5.9190  2.0731  -3.8466  0.35
H  2.7949  1.3495  -2.7512  0.17
H  2.8397  -3.3823  -1.4620  0.34
H  1.7617  -4.4774  -2.5531  0.44
H  1.5924  -2.7329  1.2739  0.01
H  0.2642  -3.8011  3.4073  0.30
H  -1.3664  -6.0883  3.1023  0.29
H  -1.6356  -7.2118  0.5042  0.17
H  -1.2762  -7.1069  -2.0158  0.33
H  0.5843  -7.0590  -2.3144  0.26
H  -0.6048  -5.6501  -3.0234  0.23
C  3.2371  7.6279  -0.7677  -1.41
C  3.3459  6.3416  0.0459  -0.37
N  4.6104  5.6278  -0.1503  0.28
C  4.5928  4.2585  0.3702  -0.39
C  4.4214  4.0780  1.8751  -1.30
C  5.8336  6.3847  0.1231  -0.66
C  5.9955  6.9931  1.5121  -0.99
H  3.4257  7.4421  -1.8300  0.32
H  2.2276  8.0430  -0.6744  0.43
H  3.9374  8.3925  -0.4169  0.29
H  2.5211  5.6948  -0.2749  0.43
H  3.1701  6.5716  1.1010  0.27
H  5.5032  3.7357  0.0530  0.19
H  3.7761  3.7178  -0.1272  0.31
H  5.3301  4.3432  2.4194  0.25
H  4.2164  3.0241  2.0970  0.45
H  3.5879  4.6623  2.2735  0.28
H  5.9047  7.1962  -0.6114  0.40
H  6.7082  5.7564  -0.0893  0.32
H  5.0981  7.5205  1.8470  0.24
H  6.8121  7.7238  1.4976  0.39
H  6.2571  6.2404  2.2579  0.26
C  -4.7441  -2.6269  1.1703  -1.33
C  -6.2572  -2.4417  1.1014  -0.37
N  -6.9672  -2.9695  2.2695  0.11
C  -8.4143  -3.0799  2.0703  -0.67
C  -9.1966  -1.7892  1.8498  -0.95
C  -6.5539  -2.4459  3.5730  -0.70
C  -6.6202  -0.9370  3.7845  -0.86
H  -4.4808  -3.6736  1.3535  0.36
H  -4.2891  -2.3287  0.2195  0.36
H  -4.2934  -2.0106  1.9547  0.26
H  -6.6000  -2.9762  0.2079  0.41
H  -6.4793  -1.3832  0.9366  0.26
H  -8.8585  -3.6228  2.9134  0.34
H  -8.5877  -3.7293  1.2014  0.39
H  -9.3015  -1.2180  2.7745  0.21
H  -10.2111  -2.0288  1.5098  0.40
H  -8.7414  -1.1497  1.0893  0.26
H  -5.5221  -2.7679  3.7591  0.35
H  -7.1330  -2.9375  4.3654  0.36
H  -6.1811  -0.3767  2.9545  0.19
H  -6.0583  -0.6699  4.6866  0.36
H  -7.6446  -0.5922  3.9356  0.26

## Properties
- Spin multiplicity: 1
- HOMO energy: -8.01 eV
- SMILES: CC(=O)OCC[PH2](Cc1cccc(C)c1)Cc1ccccc1C.CCN(CC)CC.CCN(CC)CC
- Energy: -50449.5479 eV
- Kohn-Sham gap: 8.02 eV